The following is a quantum chemistry calculation of 3 unconnected molecules or ions with the total composition C3H10N2S, from the Open Molecules 2025 dataset.

Computed properties:
Kohn-Sham gap (alpha / beta)	6.3 / 4.7	eV
charge	-1
electronic energy	-627.8828	Ha
relative energy (zero: lowest compared OMol25 entry of this formula, charge and spin)	44.3	kcal/mol
spin multiplicity	2

Geometry (Å):
N -1.938 0.895 0.134
C -0.631 0.448 -0.245
C 0.532 0.934 0.653
S 2.221 0.363 0.283
C -0.718 -1.099 -0.396
N -2.050 -1.243 -0.957
H 1.988 -3.084 1.061
H 2.589 -2.547 0.728
H -2.198 1.723 -0.373
H -0.383 0.855 -1.240
H 0.267 0.998 1.749
H 0.516 2.091 0.544
H 0.062 -1.454 -1.076
H -0.486 -1.624 0.585
H -2.514 -2.089 -0.675
H -2.562 0.068 -0.140

=====

The following is a quantum chemistry calculation of a molecular structure, C12H26ClINP2Yb, from the Open Molecules 2025 dataset.

Computed properties:
Kohn-Sham gap (alpha / beta)	6.8 / 7.8	eV
charge	+2
electronic energy	-3126.2706	Ha
spin multiplicity	2

Geometry (Å):
C -0.603 0.141 -4.113
I 1.810 0.333 -3.650
H -0.403 0.667 -5.043
H 0.210 -0.556 -3.732
H -1.008 0.791 -3.328
Yb -0.137 -0.452 0.905
P 0.540 2.676 -0.716
C 0.033 3.929 0.536
C 2.204 3.406 -1.110
H 2.131 4.507 -1.158
H -0.232 4.543 -2.121
H 2.581 3.018 -2.071
H 0.045 3.052 -3.082
H 0.589 3.745 1.463
H 2.919 3.127 -0.320
C -0.349 3.451 -2.140
H 0.241 4.948 0.178
H -1.419 3.214 -2.078
H -1.041 3.832 0.747
P 0.356 -2.723 -0.899
C 0.251 -4.043 0.373
C -0.534 -3.562 -2.268
H 2.286 -2.292 -2.293
H 2.222 -4.023 -1.833
H 2.770 -2.792 -0.659
C 2.070 -2.995 -1.480
H -0.226 -3.178 -3.254
H -0.363 -4.651 -2.251
H 0.527 -5.008 -0.066
H -0.774 -4.110 0.757
H -1.611 -3.372 -2.168
H 0.924 -3.837 1.215
Cl -1.853 -1.068 -4.515
C -1.531 0.181 5.713
C -1.242 1.200 4.804
C -0.930 0.884 3.478
N -0.915 -0.405 3.031
C -1.270 -1.396 3.904
C -1.546 -1.137 5.250
H -1.726 0.412 6.761
H -1.236 2.252 5.100
H -0.691 1.668 2.744
H -1.310 -2.402 3.474
H -1.760 -1.975 5.916

=====

The following is a quantum chemistry calculation of a molecular structure, C3H12AlBeBrCl2FMgO12P, from the Open Molecules 2025 dataset.

Computed properties:
Kohn-Sham gap	2.2	eV
charge	+2
electronic energy	-5415.5829	Ha
spin multiplicity	1

Geometry (Å):
O -1.617 -0.790 1.756
C -1.901 -1.828 1.208
Br -0.850 -2.600 -0.247
C -3.138 -2.657 1.667
P -2.361 -4.095 2.815
O -1.640 -5.395 3.819
H -3.698 -3.100 0.823
H -3.871 -2.045 2.209
H -1.020 -3.555 2.637
H -3.122 -3.653 3.910
H -2.847 -5.052 1.910
H -0.901 -4.907 4.254
Mg -3.376 -0.716 0.067
O 1.050 -2.736 2.753
H 0.526 -1.966 2.504
O -2.028 2.384 -2.570
H -1.990 2.288 -1.614
H -1.491 3.167 -2.738
O 0.747 -4.937 -2.250
H 0.235 -4.256 -1.806
H 1.374 -4.452 -2.800
C 1.340 2.047 -2.563
O 0.630 1.746 -1.579
O 1.276 1.191 -3.616
O 2.080 3.034 -2.669
H 0.640 0.572 -3.220
Be -4.808 0.618 2.890
O 4.692 7.470 -1.443
Cl 3.918 6.177 -1.887
O 2.612 6.285 -1.368
O 4.604 5.065 -1.367
O 3.936 6.200 -3.303
Cl 6.059 8.834 -2.209
Al 0.291 -5.984 3.759
F 4.761 7.677 0.296

=====

Please write out number 1 again, unchanged.
The following is a quantum chemistry calculation of 3 unconnected molecules or ions with the total composition C3H10N2S, from the Open Molecules 2025 dataset.

Computed properties:
Kohn-Sham gap (alpha / beta)	6.3 / 4.7	eV
charge	-1
electronic energy	-627.8828	Ha
relative energy (zero: lowest compared OMol25 entry of this formula, charge and spin)	44.3	kcal/mol
spin multiplicity	2

Geometry (Å):
N -1.938 0.895 0.134
C -0.631 0.448 -0.245
C 0.532 0.934 0.653
S 2.221 0.363 0.283
C -0.718 -1.099 -0.396
N -2.050 -1.243 -0.957
H 1.988 -3.084 1.061
H 2.589 -2.547 0.728
H -2.198 1.723 -0.373
H -0.383 0.855 -1.240
H 0.267 0.998 1.749
H 0.516 2.091 0.544
H 0.062 -1.454 -1.076
H -0.486 -1.624 0.585
H -2.514 -2.089 -0.675
H -2.562 0.068 -0.140

=====

> Which value of electronic energy does entry 3 give?

-5415.5829 Ha

=====

> What is the spin multiplicity in the third record?

1

=====

Please write out number 1 again, unchanged.
The following is a quantum chemistry calculation of 3 unconnected molecules or ions with the total composition C3H10N2S, from the Open Molecules 2025 dataset.

Computed properties:
Kohn-Sham gap (alpha / beta)	6.3 / 4.7	eV
charge	-1
electronic energy	-627.8828	Ha
relative energy (zero: lowest compared OMol25 entry of this formula, charge and spin)	44.3	kcal/mol
spin multiplicity	2

Geometry (Å):
N -1.938 0.895 0.134
C -0.631 0.448 -0.245
C 0.532 0.934 0.653
S 2.221 0.363 0.283
C -0.718 -1.099 -0.396
N -2.050 -1.243 -0.957
H 1.988 -3.084 1.061
H 2.589 -2.547 0.728
H -2.198 1.723 -0.373
H -0.383 0.855 -1.240
H 0.267 0.998 1.749
H 0.516 2.091 0.544
H 0.062 -1.454 -1.076
H -0.486 -1.624 0.585
H -2.514 -2.089 -0.675
H -2.562 0.068 -0.140